Entry from OMol25: C24H19F3O3 in the gas phase at a distorted geometry (ωB97M-V with the def2-TZVPD basis set).

ORCA input file:
```
! wB97M-V def2-TZVPD RIJCOSX def2/J DEFGRID3
* xyz 0 1
C -6.06367 0.56445 2.95019
C -5.20899 -0.64804 2.59139
C -3.79648 -0.24418 2.81924
C -3.81488 1.08294 3.28349
O -5.04542 1.62406 3.41110
C -2.62075 1.69454 3.65082
C -1.44055 0.98431 3.54035
C -1.35738 -0.41352 3.14952
C -0.03718 -1.26959 3.16315
C 1.13524 -0.38572 2.78415
C 2.35440 -0.92241 3.12229
C 3.49360 -0.12887 2.96571
C 3.40341 1.20893 2.53448
O 4.55407 1.92904 2.58299
C 5.62697 0.93517 3.14161
C 4.91602 -0.43619 3.31687
C 2.18059 1.68591 2.05599
C 1.08101 0.83486 2.07790
C -2.59771 -0.95324 2.70830
H -6.63127 1.00445 2.10861
H -6.77583 0.43006 3.78649
H -5.51585 -1.44606 3.25599
H -5.37141 -0.88570 1.54918
H -2.70913 2.69909 4.05974
H -0.54892 1.56123 3.81676
H -0.03956 -1.75053 4.18652
H 2.43366 -1.89945 3.57105
H 6.45175 0.92465 2.39667
H 5.99861 1.36000 4.09948
H 5.03923 -0.78708 4.36417
H 5.39165 -1.15686 2.61136
H 2.17350 2.70946 1.69506
H 0.16013 1.21837 1.60168
H -2.58629 -1.94824 2.28058
F 0.19618 -5.85529 -0.00615
C 0.19628 -4.66806 0.62752
F 0.91178 -3.76106 -0.10550
F -1.07509 -4.18169 0.70655
C 0.83682 -4.73976 1.96796
C 0.66273 -3.53769 2.74727
O 0.14361 -2.41995 2.20784
C 1.06928 -3.63527 4.05360
C 1.86889 -4.69295 4.52545
C 2.17513 -5.76171 3.70525
C 1.61453 -5.85919 2.39960
H 0.88168 -2.77463 4.68110
H 2.22891 -4.54548 5.54958
H 2.84787 -6.54964 4.15018
H 1.79236 -6.79452 1.76308
*
```

As for the orbital gap: 8.747 eV. As for the LUMO energy: 0.7 eV. Its HOMO energy is -8.1 eV. The maximum force comes out at 0.045 hartree/bohr. The calculation puts the total energy at -1451.19528 a.u. The value obtained for the energy above the lowest of the compared OMol25 structures with the same formula, charge and spin is 211.4 kJ/mol. The SMILES is FC(F)(F)c1ccccc1OC(c1ccc2c(c1)CCO2)c1ccc2c(c1)CCO2.

=====

Entry from OMol25: a molecular structure, C24H19F5N2O3PdS at a distorted geometry (ωB97M-V with the def2-TZVPD basis set).

ORCA input file:
```
! wB97M-V def2-TZVPD RIJCOSX def2/J DEFGRID3
* xyz 2 1
Pd 0.10984 -0.43307 0.10558
C 4.39622 -3.12655 5.48058
C 4.08604 -2.60944 4.10729
C 4.48423 -1.32695 3.72050
C 4.20508 -0.84933 2.45773
C 3.52736 -1.67639 1.56155
C 3.12596 -2.96393 1.91642
C 3.41600 -3.41741 3.18688
S 3.16157 -1.12482 -0.02653
O 4.31490 -0.81468 -0.80652
O 2.09983 -1.92600 -0.57912
N 2.25202 0.30388 0.27854
C 2.60658 1.51279 0.09969
C 3.97864 2.00304 -0.10185
C 4.20603 3.33375 -0.20705
C 3.13021 4.25647 -0.14546
C 1.78572 3.86376 -0.03160
C 0.71142 4.77662 -0.09472
C -0.56919 4.27921 -0.07707
C -0.75143 2.89872 0.01577
N 0.25605 2.02035 0.09899
C 1.48775 2.49436 0.07984
H 4.61206 -2.32454 6.18226
H 5.28177 -3.76573 5.43267
H 3.58971 -3.74924 5.86384
H 5.01593 -0.70164 4.42604
H 4.51944 0.14783 2.17102
H 2.61881 -3.59119 1.19585
H 3.11211 -4.41480 3.47906
H 4.78727 1.28714 -0.17158
H 5.21479 3.69890 -0.34336
H 3.34593 5.31789 -0.22818
H 0.90141 5.84082 -0.17210
H -1.42767 4.93200 -0.14818
H -1.74728 2.47404 0.03486
C -4.35725 0.01040 0.12069
C -3.00075 -0.19426 -0.50161
O -1.94796 -0.01387 0.50270
H -5.11961 -0.03893 -0.65677
H -4.43243 0.98298 0.60834
H -4.58051 -0.77126 0.84956
H -2.79518 0.54159 -1.27719
H -2.90728 -1.18866 -0.93532
H -2.23814 -0.43285 1.32325
F -0.01944 -2.34203 2.29363
C -0.28258 -2.99931 1.15036
C -0.51914 -2.27122 -0.00236
C -0.63080 -2.94042 -1.20266
F -0.78210 -2.24702 -2.33548
C -0.57708 -4.32096 -1.24854
F -0.66218 -4.96023 -2.40199
C -0.40995 -5.03624 -0.07248
F -0.37678 -6.35353 -0.10745
C -0.24951 -4.37815 1.13839
F -0.01874 -5.06807 2.24800
*
```

As for the orbital gap: 4.114 eV. As for the LUMO energy: -10.2 eV. Its HOMO energy is -14.3 eV. The maximum force comes out at 0.048 hartree/bohr. The calculation puts the total energy at -2285.85704 a.u.

=====

Entry from OMol25: a molecular structure, C24H19IN7O2Pd (ωB97M-V with the def2-TZVPD basis set).

ORCA input file:
```
! wB97M-V def2-TZVPD RIJCOSX def2/J DEFGRID3
* xyz 1 1
Pd -0.23581 -0.04096 0.49535
O -2.20265 -2.82033 -7.10949
C -1.47219 -1.86368 -6.51157
O -0.74990 -1.16096 -7.15625
C -1.60218 -1.70461 -5.01926
C -2.57444 -2.32508 -4.24165
C -2.63168 -2.11148 -2.87478
C -1.70715 -1.26609 -2.26655
C -0.72630 -0.65885 -3.03837
C -0.68222 -0.86578 -4.40403
N -1.71334 -0.99836 -0.86201
C -2.83096 -1.04674 -0.24531
C -2.90620 -0.80930 1.19790
C -4.05566 -1.07696 1.91675
C -4.02927 -0.91594 3.29634
C -2.85650 -0.50194 3.89623
C -1.74709 -0.23035 3.10671
N -1.77705 -0.36666 1.78349
H -2.68143 -3.36074 -6.47211
H -3.31749 -2.98258 -4.67622
H -3.37655 -2.64432 -2.30035
H -0.02603 0.00664 -2.56377
H 0.06346 -0.38184 -5.01954
H -3.76755 -1.25336 -0.75776
H -4.94594 -1.41475 1.40473
H -4.91068 -1.11950 3.88845
H -2.78641 -0.37797 4.96717
H -0.81685 0.11486 3.53501
I 1.67966 -2.15109 1.96307
C 2.46097 -0.37761 2.76770
C 3.56519 -0.54515 3.55448
C 4.14993 0.55685 4.20846
C 3.59426 1.79106 4.07233
C 2.44718 1.99159 3.26612
C 1.88755 3.28869 3.16814
C 0.78288 3.51199 2.40581
C 0.20829 2.44421 1.68495
C 0.72511 1.17680 1.73901
C 1.85525 0.89970 2.56166
H 3.99146 -1.52960 3.68766
H 5.02644 0.40677 4.82369
H 4.01874 2.64688 4.58187
H 2.35626 4.09483 3.71805
H 0.34858 4.50065 2.33612
H -0.65072 2.65498 1.05769
N 3.63850 2.39195 -2.23333
N 2.87089 1.34127 -1.77247
N 3.23975 0.09195 -1.93065
C 2.29879 -0.54435 -1.25179
N 1.42501 0.31529 -0.71313
N 1.80929 1.53139 -1.06334
H 4.05369 2.10656 -3.11370
H 3.02918 3.19402 -2.35154
H 2.25395 -1.61201 -1.13599
*
```

As for the orbital gap: 6.472 eV. As for the LUMO energy: -4.0 eV. Its HOMO energy is -10.5 eV. The maximum force comes out at 0.016 hartree/bohr. The calculation puts the total energy at -1885.08877 a.u.

=====

Entry from OMol25: a molecular structure, C24H19LaN3O2PS at a distorted geometry (ωB97M-V with the def2-TZVPD basis set).

ORCA input file:
```
! wB97M-V def2-TZVPD RIJCOSX def2/J DEFGRID3
* xyz 2 1
La 0.62755 -2.28052 -0.46492
O 3.30772 -1.35093 -3.78216
C 2.49216 -1.04894 -2.99697
O 2.22277 -1.74262 -1.84985
C 1.59667 0.24785 -3.22226
P 0.29644 0.42526 -1.88726
C -0.47657 2.04959 -1.68770
C 0.33033 3.10826 -1.22428
C -0.25349 4.30440 -0.81304
C -1.63948 4.44273 -0.87566
C -2.45671 3.39149 -1.26383
C -1.88673 2.15621 -1.69863
C -0.88267 -0.86884 -2.35899
C -1.85081 -1.11559 -1.38663
C -2.53751 -2.32436 -1.47409
C -2.05415 -3.38686 -2.27765
C -1.07740 -3.11785 -3.27329
C -0.46463 -1.82020 -3.31770
H 1.21281 0.18991 -4.19330
H 2.24160 1.10310 -3.25590
H 1.42358 3.02766 -1.15115
H 0.39967 5.07458 -0.44380
H -2.08143 5.39283 -0.55192
H -3.50663 3.46586 -1.16620
H -2.51919 1.36000 -2.02162
H -2.17897 -0.28074 -0.71871
H -3.32950 -2.45256 -0.74293
H -2.40056 -4.32541 -2.21423
H -0.83611 -3.76949 -4.08855
H 0.45988 -1.64351 -3.94114
N 1.24091 -0.25752 3.69344
C 0.36272 0.74627 3.40095
C 0.07627 1.94208 4.05707
C -0.88564 2.67855 3.44805
C -1.48547 2.31419 2.25572
C -1.16028 1.22353 1.56070
C -0.24977 0.34005 2.20348
N 0.34789 -0.86795 1.76808
C 1.16844 -1.19897 2.75709
C 2.02782 -2.44557 2.76691
C 2.74549 -2.86450 3.83986
S 3.50090 -4.41222 3.32473
C 2.68700 -4.35756 1.83269
N 2.06082 -3.21140 1.62584
H 1.81647 -0.32384 4.52291
H 0.51834 2.18480 5.01260
H -1.07447 3.64469 3.85689
H -2.25585 3.04648 2.00255
H -1.49632 1.06597 0.55120
H 2.92931 -2.34235 4.77454
H 2.94677 -5.11603 1.08909
*
```

As for the orbital gap: 7.598 eV. As for the LUMO energy: -6.5 eV. Its HOMO energy is -14.1 eV. The maximum force comes out at 0.085 hartree/bohr. The calculation puts the total energy at -2011.41193 a.u. The value obtained for the energy above the lowest of the compared OMol25 structures with the same formula, charge and spin is 51.1 kJ/mol.